C20H47BF3N2O5PS | ωB97M-V/def2-TZVPD

Structure (XYZ):
```
80
Properties=species:S:1:pos:R:3:forces:R:3
C -5.072464 3.049548 0.313112 0.01 0.43 0.49
C -4.710953 2.070794 -0.953859 1.15 0.16 1.06
C -4.220414 0.606465 -0.310156 -0.15 0.93 -1.97
C -3.499900 -0.205921 -1.587413 -3.18 0.29 -0.88
N -2.204535 0.286686 -2.024548 -1.55 -0.42 0.91
P -0.707164 -0.614829 -1.766322 -4.90 2.25 -1.24
N -0.099360 0.336835 -3.169535 0.36 -0.25 -0.08
C -1.352242 -2.056877 -2.870056 0.62 -2.14 -2.02
C -2.309482 -1.694399 -4.135860 -0.43 -0.07 -1.19
C -1.944792 -2.692491 -5.427437 0.06 -0.20 0.42
C -1.288020 -1.411664 -0.120095 -1.24 0.04 2.88
C -0.255070 -1.932360 0.985130 -0.04 -2.01 1.46
C -0.806720 -1.903210 2.568718 1.73 -0.21 -0.06
C -1.243155 -0.454378 3.141629 -1.46 0.14 0.68
C 0.539797 -2.357189 3.455457 -0.07 0.09 -0.02
C 1.599526 -1.117423 3.695021 1.14 0.56 0.44
C 3.199345 -1.597495 3.597827 1.64 3.71 -1.10
C 4.155822 -0.477969 3.225964 -1.31 -2.49 1.13
C 3.999204 0.953853 4.068122 -1.53 -0.28 -1.52
C 5.280830 -0.562695 2.039111 0.18 0.21 0.18
B -0.157058 0.938953 -0.748295 0.20 2.89 0.82
O 0.561404 1.048458 0.488129 0.94 0.50 -0.89
O -0.658783 2.250309 -1.305971 2.88 -0.65 0.72
C 0.498160 3.157824 -1.341038 0.66 0.05 0.42
C 0.496697 4.243596 -2.568843 0.82 0.46 0.19
S 1.201499 -1.552446 -1.784552 10.43 3.06 -3.33
O 1.913235 -1.415813 -3.204168 -3.08 -1.69 3.52
O 2.323604 -0.855868 -0.913450 -3.89 -2.12 -0.78
C 1.387644 -3.361710 -1.487633 2.71 -5.81 1.18
F 2.277500 -4.043680 -2.509258 -3.05 2.19 3.20
F 2.183402 -3.532979 -0.211726 -2.60 0.18 -3.67
F 0.217159 -4.227336 -1.388005 3.39 2.74 -0.18
H -6.226916 3.195381 0.487277 2.24 -0.36 -0.38
H -4.587744 4.132785 0.227252 -1.08 -2.31 -0.01
H -4.617023 2.579769 1.303220 -1.03 0.98 -2.06
H -3.773197 2.551831 -1.491532 -1.89 -1.16 0.97
H -5.572969 1.953511 -1.736525 1.55 0.18 1.63
H -3.474796 0.880689 0.542867 -1.41 -0.83 -1.44
H -5.190399 0.046529 0.028276 1.97 0.89 -0.29
H -4.261744 0.064854 -2.476853 1.40 -0.67 1.81
H -3.668805 -1.385013 -1.499974 0.85 2.43 0.07
H -2.184010 0.853848 -2.899970 -0.09 -0.89 1.52
H -0.117299 -0.150779 -4.064518 0.80 0.26 0.26
H 0.764066 0.869042 -2.959438 -0.62 -0.89 -0.81
H -0.405665 -2.566799 -3.394088 -1.90 0.87 1.05
H -1.869331 -2.925449 -2.274650 1.01 1.74 -1.04
H -3.467030 -1.797056 -3.868041 2.60 0.10 -0.48
H -2.193849 -0.598308 -4.561771 -0.10 -2.18 1.17
H -1.105636 -2.194880 -6.110979 -1.95 -1.03 1.42
H -1.467069 -3.705578 -5.017850 -1.24 2.11 -0.95
H -2.932079 -2.930737 -6.053997 2.33 0.52 1.22
H -1.811069 -0.506857 0.467441 0.86 -1.69 -1.51
H -2.127071 -2.223474 -0.237984 1.62 1.46 0.27
H -0.100293 -3.108564 0.840553 -0.13 2.53 0.14
H 0.801715 -1.465933 1.056082 -1.91 -0.48 -0.68
H -1.615720 -2.766848 2.697598 1.52 2.15 -0.11
H -2.417532 -0.294187 3.020393 2.49 -0.27 0.14
H -1.046613 -0.415651 4.308112 -0.41 -0.16 -2.28
H -0.714439 0.480806 2.684267 -0.82 -2.01 0.51
H 0.208505 -2.737020 4.525604 0.70 0.56 -2.24
H 1.086736 -3.209156 2.843837 -1.06 1.64 1.44
H 1.512670 -0.264734 2.863217 -0.01 -2.10 1.71
H 1.441412 -0.553023 4.730449 0.03 -1.35 -2.02
H 3.559876 -2.699658 3.764630 -0.95 2.13 -1.35
H 3.040062 1.509218 3.625550 1.89 -0.91 1.06
H 4.901893 1.683382 3.895092 -1.45 -1.73 0.33
H 3.802624 0.753605 5.211552 0.58 0.41 -2.40
H 6.326831 -0.081214 2.351910 -2.08 -1.21 -0.50
H 5.425673 -1.660377 1.606234 -0.34 2.38 1.21
H 4.927926 0.085395 1.100791 0.38 -1.39 2.10
H 1.539951 1.253393 0.410522 -1.90 -0.76 -0.14
H 0.559511 3.670912 -0.274532 0.05 -0.64 -2.26
H 1.494539 2.516115 -1.456818 -1.83 1.32 0.13
H 1.638529 4.474626 -2.827820 -2.38 -0.50 0.60
H 0.022734 3.851955 -3.575169 0.71 0.69 2.34
H 0.044857 5.286207 -2.221012 0.65 -2.36 -0.90
O 5.497276 4.007032 4.231339 0.34 0.58 -0.04
H 5.518355 3.992214 3.240702 -0.10 -0.14 0.39
H 5.139015 4.865579 4.573122 0.14 -0.46 -0.18
H 6.388824 3.808029 4.615633 -0.47 0.01 -0.20
```
Forces are in eV/Å.

Its spin multiplicity is 1. The total charge is 0. For the LUMO energy, the calculation gives -3.967 eV.

Formally, the Mulliken partial charges of the atoms, in units of the elementary charge, are as follows: -0.848, -0.192, -0.277, -0.954, 0.104, -0.073, -0.555, -0.644, -0.201, -0.938, -0.188, -0.603, 0.366, -1.028, -1.034, 0.318, -0.633, 0.514, -0.429, -0.928, 1.213, -0.203, -0.334, -0.109, -1.097, 1.098, -0.803, -0.757, 0.680, -0.290, -0.235, -0.214, 0.267, 0.246, 0.223, 0.019, 0.337, 0.100, 0.203, 0.316, 0.223, 0.299, 0.234, 0.111, 0.454, 0.120, 0.231, 0.176, 0.228, 0.240, 0.321, -1.070, 0.213, 0.333, 0.009, 0.357, 0.245, 0.404, 0.043, 0.361, 0.351, -0.354, 0.375, 0.324, 0.177, -0.122, 0.291, 0.269, 0.305, 0.164, 0.122, 0.201, 0.169, 0.287, 0.238, 0.285, -0.432, 0.466, 0.462, 0.453

=====

C20H47Cl2O10P2S | ωB97M-V/def2-TZVPD

Structure (XYZ):
```
82
Properties=species:S:1:pos:R:3:forces:R:3
C 4.842178 -2.120155 4.147708 0.23 -0.50 -0.27
C 4.288699 -2.700000 2.841099 0.61 0.56 0.41
O 2.863114 -2.757274 2.822313 -0.01 -0.33 -0.09
C 2.528021 -3.687775 1.815005 -0.03 0.08 0.13
C 1.001060 -3.822852 1.602727 0.46 -0.68 -0.13
O 0.217290 -3.089439 2.553274 -0.32 0.30 -0.10
C -0.193619 -1.875834 2.100672 1.16 0.13 -0.25
S -1.973288 -2.006074 1.493031 0.37 -1.03 -0.24
C -3.123087 -1.702085 2.879167 -1.26 1.07 -0.22
Cl -4.138579 -0.323841 2.346524 0.42 -0.13 -0.03
C -4.017754 -2.909917 3.138935 0.10 -0.74 0.63
C -3.255590 -4.112656 3.699537 -0.38 0.05 0.11
Cl -5.200040 -2.403374 4.390342 0.10 0.05 -0.11
H 5.589927 -1.362663 3.918904 -0.23 0.26 0.15
H 4.061599 -1.742855 4.803037 -0.01 0.17 -0.09
H 5.386250 -2.904623 4.674392 -0.17 0.03 0.21
H 4.710937 -3.700172 2.708740 -0.19 -0.07 -0.09
H 4.642183 -2.092136 2.001282 -0.19 -0.08 -0.14
H 3.054848 -3.391266 0.899439 -0.31 -0.14 -0.22
H 2.906581 -4.675983 2.098648 0.05 0.02 -0.03
H 0.739379 -4.871989 1.726726 -0.14 0.06 0.15
H 0.741102 -3.579289 0.568183 -0.19 0.32 0.13
H -0.077260 -1.069074 2.824163 -0.47 -0.18 0.27
H 0.375482 -1.589093 1.209157 -0.37 0.22 -0.14
H -2.111290 -0.947003 0.669006 -0.07 0.27 0.51
H -2.626879 -1.387835 3.795731 0.41 -0.15 -0.17
H -4.599270 -3.214403 2.271036 0.06 0.33 -0.16
H -3.978792 -4.736477 4.222176 0.02 -0.07 -0.07
H -2.822340 -4.738877 2.919782 0.32 0.22 -0.01
H -2.537520 -3.790121 4.453720 0.22 -0.11 -0.16
O 4.902625 -2.546299 -1.587250 1.34 -3.42 0.01
P 5.342765 -2.444571 -3.003229 -1.71 6.29 -1.17
O 6.451857 -1.252501 -2.982881 -0.10 -0.74 -0.19
C 7.532827 -1.317079 -2.048213 0.35 0.03 0.29
C 8.601291 -2.305053 -2.478656 -0.07 0.00 -0.16
O 4.024308 -1.645013 -3.589520 0.09 -0.40 -0.19
C 2.758638 -1.926486 -2.981550 0.04 -0.09 0.01
C 2.393190 -0.904526 -1.930842 0.06 0.52 -0.01
O 5.723783 -3.094069 -4.407225 0.17 -2.01 1.88
C 5.876437 -2.274590 -5.588999 0.28 0.21 -0.82
C 7.332059 -2.156825 -5.981758 0.18 0.04 0.31
H 7.160469 -1.568017 -1.052952 -0.16 -0.03 -0.07
H 7.954703 -0.314013 -1.989651 -0.11 0.04 -0.11
H 8.176561 -3.298684 -2.644715 0.03 -0.02 0.11
H 9.378361 -2.381185 -1.717927 -0.03 -0.01 0.02
H 9.066756 -1.993053 -3.412897 0.02 0.01 0.01
H 2.762727 -2.913010 -2.516568 0.07 -0.06 -0.11
H 2.028444 -1.949495 -3.791936 0.01 0.11 0.00
H 3.204523 -0.757820 -1.218960 0.02 -0.23 0.02
H 1.498310 -1.222043 -1.386073 -0.04 0.03 -0.06
H 2.205984 0.070945 -2.382866 -0.13 -0.03 -0.03
H 5.432655 -1.291116 -5.464980 -0.10 -0.06 0.29
H 5.323797 -2.785861 -6.376837 -0.09 -0.14 0.19
H 7.852294 -1.449032 -5.338322 -0.03 0.01 0.02
H 7.414597 -1.796889 -7.007717 -0.07 -0.05 -0.01
H 7.840334 -3.117286 -5.897467 -0.07 -0.04 -0.13
O -5.557716 3.500377 -1.173746 -1.00 1.60 -2.45
P -6.177894 4.612812 -0.418090 0.77 -1.56 5.73
O -4.963618 5.333445 0.392190 -0.47 0.03 -0.49
C -3.776825 5.700026 -0.316253 0.39 0.13 -0.20
C -3.971635 6.955457 -1.146304 -0.14 0.04 0.09
O -6.920860 3.793242 0.797360 -0.06 0.31 -0.24
C -7.324613 2.437742 0.621058 0.14 -0.15 0.08
C -6.356163 1.507329 1.322519 0.02 0.01 0.18
O -7.240388 5.802256 -0.384590 0.52 -0.51 -2.57
C -7.554365 6.488464 0.846381 -0.28 0.65 0.44
C -6.966106 7.882204 0.854926 0.31 -0.03 -0.13
H -3.440496 4.874738 -0.947397 -0.16 -0.08 0.03
H -3.004046 5.866716 0.434546 -0.12 -0.03 0.11
H -4.812467 6.846000 -1.835707 0.08 -0.04 -0.07
H -3.073407 7.173342 -1.724421 0.00 -0.04 -0.01
H -4.185495 7.813603 -0.510033 0.02 0.01 0.00
H -7.404857 2.186386 -0.435372 0.10 0.04 -0.03
H -8.319824 2.337331 1.056872 0.01 0.10 0.04
H -5.328137 1.731688 1.033311 -0.06 0.05 -0.22
H -6.575949 0.465008 1.083438 -0.06 0.02 -0.01
H -6.422758 1.635293 2.405209 -0.05 0.00 -0.01
H -7.230000 5.931003 1.720007 0.11 -0.23 -0.16
H -8.641835 6.549151 0.882477 0.00 -0.16 -0.18
H -5.897391 7.851801 1.062416 0.00 -0.03 0.00
H -7.439019 8.483590 1.632015 -0.07 -0.04 -0.02
H -7.102865 8.371752 -0.109183 -0.14 0.02 0.04
```
Forces are in eV/Å.

Its spin multiplicity is 1. The total charge is +1. For the LUMO energy, the calculation gives -3.306 eV.

Formally, the Mulliken partial charges of the atoms, in units of the elementary charge, are as follows: -1.172, -0.075, -0.332, -0.203, -0.650, -0.372, -0.361, 0.057, -0.229, -0.022, 0.026, -1.311, -0.115, 0.323, 0.290, 0.309, 0.306, 0.213, 0.184, 0.299, 0.434, 0.407, 0.516, 0.250, 0.302, 0.462, 0.355, 0.445, 0.336, 0.333, -0.715, 1.103, -0.344, -0.251, -0.956, -0.424, -0.456, -0.862, -0.382, -0.113, -1.069, 0.235, 0.315, 0.267, 0.400, 0.220, 0.329, 0.406, 0.250, 0.139, 0.380, 0.253, 0.405, 0.151, 0.409, 0.294, -0.802, 1.027, -0.277, -0.348, -0.953, -0.360, -0.621, -1.062, -0.342, -0.071, -1.091, 0.346, 0.295, 0.264, 0.388, 0.220, 0.367, 0.365, 0.317, 0.460, 0.380, 0.249, 0.405, 0.150, 0.411, 0.293

=====

The records above give, respectively, HOMO-LUMO gap values of 0.0878; 0.3151 hartree.
The records above give, respectively, HOMO level values of -6.4; -11.9 eV.